[1]
118
Properties=species:S:1:pos:R:3:forces:R:3 method="wB97M-V/def2-TZVPD" total_energy_ev=-102151.9626 homo_ev=-5.2 homo_lumo_gap_ev=2.5 spin_multiplicity=1
Cs 8.4829 -3.4150 -2.3581 3.112 -3.216 -6.730
Al 2.5298 0.4398 7.0735 -0.558 0.058 0.097
Na 1.0473 8.1832 2.0182 0.404 0.507 -0.358
F 8.6808 -2.0000 -0.9712 1.204 5.422 6.028
O 1.1446 6.5236 7.5413 0.016 -0.010 -0.183
O -4.0318 -3.4325 0.6249 -0.561 -0.260 0.442
O 2.4784 4.8507 7.3085 0.827 -0.500 -0.183
O 6.3305 -3.7788 -0.2351 0.193 -0.466 -0.617
O 0.9666 -2.9679 -6.1213 -0.158 0.043 -0.086
O -1.1946 -0.9237 4.9552 2.378 0.706 1.860
O 0.3522 4.5143 7.4455 0.037 -0.209 -0.022
O -3.1778 -5.1191 -4.3779 0.586 0.409 -0.120
O -0.5060 -3.3697 -7.6421 0.086 0.104 0.122
O -1.4178 -3.2718 -3.2219 -0.052 -0.027 0.588
O 4.3617 0.4925 -0.2128 0.712 -0.122 -0.311
O -5.5959 -5.5224 -0.4039 0.244 0.048 -0.440
O -2.6716 0.7411 0.2156 -1.023 0.828 0.571
O 6.7649 -4.9358 -2.0181 -2.912 -2.216 1.244
N -3.8427 1.0923 0.6660 1.820 -2.614 -1.608
N -0.1253 -2.7979 -6.6394 0.109 -0.250 0.018
N 1.3260 5.2918 7.4362 -0.700 0.426 0.013
N 0.1671 1.3597 2.6340 0.449 -1.569 0.131
N 5.8636 0.1165 -1.8336 -0.149 0.013 0.379
N 5.9973 -4.3207 -1.2803 -1.138 -0.403 0.521
N 0.4291 -1.3236 3.3077 -0.974 1.301 0.794
N -0.5925 0.8829 3.5887 0.409 -1.291 0.309
N 0.4078 -0.8102 6.8481 1.054 0.494 0.982
N 1.1963 -0.8575 2.3417 -0.933 1.306 0.550
C -6.7296 0.8185 1.2206 -0.222 -0.014 0.068
C -2.2928 -1.6287 -6.5613 -0.142 -0.063 -0.169
C 2.8600 -4.7411 -3.2495 0.016 0.090 0.150
C -1.4732 -0.2081 -4.3131 -0.084 0.021 -0.189
C -0.6195 -1.1365 -4.8907 0.179 0.113 0.077
C -3.1431 -0.7011 -5.9779 0.134 0.023 0.109
C -4.6958 -5.0231 -1.0917 -0.305 0.403 1.395
C -3.2854 -4.7558 -3.2157 -1.250 -0.836 0.335
C -4.2626 0.3783 1.8844 -0.735 0.275 1.953
C 3.4935 4.8395 3.1553 -2.267 1.541 0.448
C 1.9103 6.4514 4.2741 -0.150 -0.531 -1.477
C 1.9610 -4.0166 -2.4742 -0.154 0.012 -0.041
C 0.8961 6.2528 3.2149 1.982 -2.242 -0.567
C -6.1272 1.8458 0.2590 -0.017 0.135 0.420
C 5.4984 0.1300 -0.5322 -0.091 0.010 -0.201
C 1.1780 5.2807 2.0729 2.316 0.888 2.543
C 2.4780 4.6059 2.1060 -0.184 0.972 0.103
C -4.1835 1.4269 3.0139 -0.127 0.283 0.195
C 3.2317 5.7648 4.2679 -1.712 -0.861 -2.402
C 3.7070 -3.5098 -0.8972 0.002 0.190 0.233
C 2.3843 -3.4047 -1.2984 0.088 -0.104 -0.139
C -1.0345 -1.8351 -6.0141 -0.326 0.471 0.260
C -3.8421 -3.9147 -0.4818 1.074 0.665 -0.735
C 1.0281 0.4607 2.0839 1.749 1.135 -2.807
C -5.0585 0.2848 -1.4052 0.320 -0.516 0.066
C 4.6001 -4.2279 -1.6845 -0.445 0.168 -0.247
C -2.7249 -3.3938 -1.2652 -0.339 0.561 1.522
C 7.1436 -0.2716 -2.4013 -0.399 0.697 -0.197
C -2.7315 0.0112 -4.8576 0.014 0.001 0.023
C -2.3687 -3.7235 -2.5644 0.159 -0.587 -1.663
C -0.3853 -0.4112 3.8607 -0.164 -0.473 -0.284
C -4.3465 -5.3442 -2.3986 0.560 -0.112 -1.191
C 2.9045 2.1617 1.6581 0.097 -0.444 -0.113
C -5.7019 -0.1624 1.7845 -0.321 -0.101 -0.588
C 6.5145 -0.3053 0.4878 -0.204 -0.009 0.173
C 4.1847 -4.8492 -2.8574 0.105 -0.125 -0.214
C 1.9737 1.0674 0.9720 -0.122 -0.441 0.940
C -3.3923 -0.8086 2.2940 0.577 0.087 -0.473
C 2.8746 3.5834 0.9658 -0.239 0.949 1.498
C -0.3854 -0.8406 6.0249 -2.328 -0.563 -3.181
C -4.8003 1.4160 -0.3983 -1.363 1.324 -0.525
C -4.2857 2.6418 -1.1734 0.402 0.043 -0.036
H 0.9255 -3.9273 -2.7874 -0.012 0.030 -0.001
H -4.4891 0.9988 3.9728 -0.009 -0.091 -0.118
H 2.1040 3.6791 0.1519 0.957 -0.343 0.637
H 4.0095 5.9145 5.0567 -1.147 -0.011 -0.694
H 7.8601 -0.5815 -1.6397 -0.309 0.083 -0.135
H -5.9625 2.7752 0.8154 0.186 -0.010 -0.105
H 4.4589 4.2922 3.0455 -0.882 0.583 0.291
H 3.8953 3.9144 0.6157 -1.143 -0.603 0.028
H -4.1456 -0.0041 -1.9304 0.043 0.027 0.168
H -1.1567 0.3473 -3.4381 -0.004 -0.099 -0.016
H -0.1053 6.7972 3.2217 1.179 -1.026 0.529
H -5.7057 -1.0594 1.1586 0.262 0.015 0.076
H -4.1270 -0.5297 -6.3980 0.066 -0.061 0.004
H -4.8274 2.2882 2.8200 -0.015 -0.044 -0.040
H 2.6704 0.2735 0.5342 -1.554 1.115 0.666
H 6.9707 -1.0987 -3.0950 0.151 0.097 -0.054
H 2.5251 -5.2176 -4.1621 0.024 0.046 0.038
H -3.3955 0.7416 -4.4073 0.024 -0.056 -0.015
H 0.3586 -1.3001 -4.4576 -0.091 -0.169 -0.147
H -3.1638 1.8008 3.1314 -0.001 -0.069 -0.107
H -4.9060 -6.1161 -2.9147 -0.076 0.008 0.069
H 4.0256 -3.0293 0.0196 0.131 -0.076 -0.109
H 1.3240 1.5291 0.1717 0.670 -0.561 0.867
H -3.7473 -1.2440 3.2318 -0.266 0.208 -0.111
H -5.0459 3.0080 -1.8677 -0.064 -0.169 0.112
H -6.0417 -0.5020 2.7674 0.314 0.077 0.009
H -2.1331 -2.6579 -0.7291 0.108 0.003 -0.059
H -5.4691 -0.6142 -0.9423 0.056 0.053 0.042
H 7.5445 0.5818 -2.9542 0.090 -0.138 -0.129
H 1.6796 -2.8424 -0.6968 0.067 -0.047 -0.027
H 1.6265 7.1703 5.0825 0.501 -0.941 -0.484
H 6.0752 -0.2395 1.4827 -0.102 0.072 -0.119
H -5.7740 0.6122 -2.1644 0.019 0.185 0.181
H 3.9461 1.7296 1.6874 -1.097 0.595 -0.217
H -2.6213 -2.1766 -7.4349 0.191 -0.074 0.096
H 2.6012 2.3106 2.7309 0.125 -0.175 -0.994
H 6.8115 -1.3391 0.3072 0.295 0.151 -0.054
H 5.1313 0.4194 -2.4592 0.025 -0.035 0.027
H -7.2277 1.3470 2.0382 0.020 0.028 -0.076
H 0.5012 5.0564 1.2152 0.375 0.320 1.039
H -7.5143 0.2509 0.7134 0.075 -0.015 0.065
H 4.8767 -5.4131 -3.4703 0.056 0.077 0.164
H 7.3880 0.3472 0.4508 0.113 -0.232 -0.068
H -3.3939 2.4103 -1.7601 -0.023 -0.096 0.132
H -4.0392 3.4612 -0.4923 -0.022 -0.090 0.031
H -3.4212 -1.5895 1.5403 0.049 -0.131 -0.087
H -2.3521 -0.5227 2.4581 -0.170 0.098 -0.236
H -6.8669 2.0979 -0.5052 0.251 -0.056 -0.135

***

[2]
49
Properties=species:S:1:pos:R:3:forces:R:3 method="wB97M-V/def2-TZVPD" s_squared=6.010 total_energy_ev=-155424.5562 homo_ev="-7.7 / -7.8" homo_lumo_gap_ev="8.1 / 8.2" e_above_lowest_ev=0.003 spin_multiplicity=5
Se -2.4634 1.8632 -0.6432 -0.497 0.227 -0.095
Fe -0.5603 -0.1303 0.1171 -0.139 -0.197 -0.351
S -1.2395 -1.6108 2.1780 -0.033 -0.257 -0.001
S -1.2243 -2.0888 -1.3827 0.098 -0.053 -0.094
O -3.5961 2.1595 -1.7522 0.098 -0.193 -0.020
O -2.2454 3.0888 0.4211 0.202 -0.280 0.002
O 1.3868 -0.0566 1.2989 0.569 -0.330 -0.280
O -2.7705 0.4629 0.2199 -0.143 -0.063 -0.400
O -0.9815 1.4497 -1.3008 0.077 -0.105 0.228
N 2.6561 1.7320 0.7460 -0.124 0.060 -0.057
N -0.6659 1.2602 1.8909 -0.611 0.434 0.188
N 1.4551 0.0907 -1.6218 0.083 0.013 0.031
N -1.7362 0.9296 2.7367 0.153 0.331 0.178
N -3.4683 -1.0031 -2.3032 0.023 0.284 0.227
N -3.3060 -0.5624 3.4522 0.200 0.043 -0.017
C -1.8932 -1.4084 -3.9770 0.006 -0.086 -0.169
C 2.3768 0.6390 1.4853 0.150 -0.086 -0.128
C 3.3351 0.3088 2.5988 0.030 0.026 0.020
C 1.7094 -0.7293 -2.6415 -0.065 0.141 0.092
C 2.0754 1.2755 -1.6033 -0.025 -0.074 0.026
C -2.7998 -0.9726 -4.9108 0.188 -0.065 -0.022
C -2.1429 -0.3452 2.7993 -0.161 -0.260 -0.012
C 2.5663 -0.4072 -3.6835 -0.022 -0.027 -0.020
C 3.1854 0.8283 -3.6735 0.031 0.024 -0.020
C 1.8446 2.1558 -0.3989 0.033 -0.101 0.064
C 2.9382 1.6813 -2.6113 0.010 0.038 -0.009
C -4.0729 -0.5446 -4.5243 -0.091 0.122 0.044
C -4.3629 -0.5361 -3.1927 -0.029 0.086 0.005
C -2.2349 -1.4529 -2.6163 0.294 -0.106 0.194
H 3.8489 1.1250 -4.4760 -0.005 -0.004 0.011
H 3.6908 -0.7109 2.4589 -0.007 0.012 -0.011
H -2.5211 -0.9441 -5.9569 0.010 -0.013 0.013
H 1.1816 -1.6729 -2.6260 -0.049 -0.067 0.064
H 3.5206 2.2107 0.9205 0.057 0.021 0.006
H -2.4108 1.6601 2.9012 -0.058 0.147 -0.159
H 2.7284 -1.1132 -4.4867 0.003 0.001 0.009
H 4.1840 0.9888 2.6509 -0.005 -0.012 0.014
H -3.6812 -1.4915 3.3854 -0.006 0.004 -0.010
H 2.7892 0.3371 3.5416 0.015 -0.004 0.005
H 2.1162 3.1837 -0.6285 0.009 0.024 0.009
H -4.7883 -0.1690 -5.2388 -0.019 -0.019 0.007
H 0.7860 2.1500 -0.1397 0.098 0.004 -0.076
H -3.9521 0.1918 3.6149 0.004 0.018 -0.017
H -0.9000 -1.7282 -4.2554 -0.031 -0.014 -0.022
H -3.6324 -0.8690 -1.3053 -0.020 0.070 0.134
H -0.9630 2.0564 1.3021 -0.235 0.350 0.489
H 3.4033 2.6576 -2.5621 -0.007 0.000 -0.006
H -5.2808 -0.1474 -2.7829 -0.012 0.027 0.046
H 0.1312 1.5144 2.4634 -0.049 -0.094 -0.109